1.
This record from OMol25 describes C32H30ClHgN8S7 as an isolated structure. The level of theory is ωB97M-V/def2-TZVPD.

Properties
Lowest unoccupied orbital energy (spin up / spin down) = 3.70 / 3.70 eV
Net charge = -2
Expectation value of S² = 0.784
2S+1 = 2
Energy relative to the best compared isomer or geometry (same formula, charge and spin) = 17.1 kcal/mol
Gap between HOMO and LUMO (spin up / spin down) = 4.8 / 5.4 eV
Largest force on an atom = 0.55 eV/A

Geometry (Å):
Hg 1.446 0.044 -1.017
C -1.146 -0.445 4.024
C -1.099 -0.518 2.516
N -0.378 0.251 1.783
N 0.382 1.209 2.399
C 2.615 0.813 1.391
N 3.504 0.997 2.543
S 3.474 1.284 -0.179
C -1.878 -1.553 1.838
C -2.213 -2.740 2.467
C -2.702 -3.840 1.777
C -2.804 -3.743 0.358
C -2.533 -2.565 -0.244
N -2.149 -1.439 0.462
H -1.054 0.594 4.348
H -0.336 -1.021 4.477
H -2.096 -0.823 4.400
H 0.759 0.930 3.299
H 3.965 1.893 2.418
H 4.233 0.294 2.459
H -1.992 -2.830 3.522
H -2.926 -4.764 2.292
H -3.065 -4.599 -0.251
H -2.593 -2.429 -1.318
S -0.078 2.201 -0.638
C 1.008 2.694 0.653
N 1.425 3.907 0.709
N 2.264 4.193 1.788
C 3.371 4.973 1.531
C 4.318 5.172 2.547
C 5.429 5.969 2.329
C 5.623 6.603 1.106
C 4.683 6.406 0.100
C 3.574 5.599 0.294
N 1.430 1.755 1.661
N 2.128 -0.512 1.191
C 1.919 -1.450 2.128
C 2.176 -1.372 3.527
C 1.866 -2.427 4.379
C 1.271 -3.596 3.926
C 0.995 -3.689 2.557
C 1.306 -2.664 1.694
H 2.417 3.387 2.390
H 4.169 4.686 3.505
H 6.152 6.101 3.127
H 6.493 7.226 0.938
H 4.830 6.870 -0.869
H 2.862 5.413 -0.497
H 2.622 -0.476 3.934
H 2.081 -2.314 5.438
H 1.028 -4.404 4.605
H 0.513 -4.577 2.162
H 1.057 -2.742 0.641
Cl -8.431 0.721 0.387
C -6.700 0.493 0.217
C -5.877 0.711 1.309
C -4.510 0.529 1.168
C -3.959 0.128 -0.047
C -2.480 -0.142 -0.146
C -4.811 -0.078 -1.125
C -6.184 0.105 -1.004
H -6.303 1.025 2.253
H -3.855 0.704 2.013
H -1.903 0.634 0.346
H -2.157 -0.170 -1.186
H -4.394 -0.375 -2.081
H -6.843 -0.053 -1.847
C 2.582 2.549 -3.715
S 2.847 0.802 -4.126
C 1.297 0.349 -4.792
C 0.411 -0.524 -4.252
S 0.365 -1.403 -2.755
S -0.960 -0.869 -5.297
C -0.554 0.114 -6.647
S -1.480 0.225 -8.017
S 0.917 0.942 -6.397
H 3.398 2.825 -3.049
H 1.653 2.666 -3.158
H 2.593 3.168 -4.611

Results of the Löwdin charge analysis, in e, for atoms 1 through 2:
1 Hg 0.61
2 C -0.03

***

2.
This record from OMol25 describes one molecule with the formula C6H7N at a distorted geometry. The level of theory is ωB97M-V/def2-TZVPD.

Properties
SMILES = [H]/N=C\C=C=CC=C
Lowest unoccupied orbital energy (spin up / spin down) = -0.38 / -0.38 eV
Net charge = 0
2S+1 = 1
Energy relative to the best compared isomer or geometry (same formula, charge and spin) = 143.4 kcal/mol
Gap between HOMO and LUMO (spin up / spin down) = 7.9 / 7.9 eV
Largest force on an atom = 3.47 eV/A

Geometry (Å):
N -0.854 -0.588 1.171
C -1.760 -0.329 0.235
C 1.177 -0.109 0.441
C -1.582 0.603 -0.820
C 1.603 -1.076 -0.401
C -0.430 1.310 -0.773
C 0.702 1.301 -0.152
H -0.628 0.222 1.747
H -2.541 -1.069 0.088
H 1.796 0.075 1.313
H -2.189 0.528 -1.712
H 0.968 -1.407 -1.211
H 2.528 -1.603 -0.222
H 1.211 2.142 0.296

Results of the natural (NBO) charge analysis, in e, for atoms 1 through 2:
1 N -0.64
2 C 0.07

***

3.
This record from OMol25 describes C31H46BrN3OP2Pb as an isolated structure at a distorted geometry. The level of theory is ωB97M-V/def2-TZVPD.

Properties
Lowest unoccupied orbital energy (spin up / spin down) = -7.48 / -7.82 eV
Net charge = +2
2S+1 = 1
Energy relative to the best compared isomer or geometry (same formula, charge and spin) = 49.5 kcal/mol
Gap between HOMO and LUMO (spin up / spin down) = 4.5 / 4.2 eV
Largest force on an atom = 4.69 eV/A

Geometry (Å):
N -5.899 5.230 -4.847
C -5.436 5.675 -3.676
C -4.322 5.106 -3.050
C -3.666 4.013 -3.657
C -4.183 3.526 -4.876
C -5.315 4.178 -5.415
C -2.433 3.508 -2.983
Pb -0.342 3.623 -3.817
P 5.074 -0.031 -0.621
C -1.825 2.196 -3.198
C -0.966 1.614 -2.121
C 0.248 0.988 -2.447
C 0.989 0.344 -1.464
C 0.507 0.279 -0.159
C -0.615 1.002 0.203
C -1.393 1.614 -0.773
Br 1.194 -0.945 1.132
H -2.221 4.006 -2.019
H -2.157 1.575 -4.028
H -3.976 5.520 -2.108
H -3.754 2.681 -5.417
H -5.949 6.526 -3.227
H -5.757 3.832 -6.360
H 0.588 0.989 -3.482
H -2.321 2.089 -0.489
H 1.932 -0.121 -1.731
H -0.894 1.042 1.244
P -0.531 -2.896 -0.021
C 4.261 1.567 -0.315
C 5.358 2.645 -0.255
H 3.694 1.514 0.624
H 3.560 1.752 -1.140
H 4.969 3.570 0.183
H 6.210 2.308 0.352
H 5.729 2.869 -1.261
C 4.259 -0.861 -2.029
C 5.105 -2.010 -2.590
H 4.095 -0.078 -2.784
H 3.292 -1.259 -1.692
H 4.767 -2.249 -3.606
H 6.168 -1.740 -2.627
H 4.994 -2.914 -1.977
C 4.517 -1.125 0.771
C 5.543 -1.493 1.841
H 4.105 -2.044 0.324
H 3.681 -0.586 1.238
H 5.081 -2.186 2.557
H 6.418 -1.990 1.411
H 5.873 -0.611 2.400
C -0.579 -4.170 1.272
C -1.702 -5.207 1.189
H -0.619 -3.633 2.235
H 0.402 -4.668 1.229
H -2.644 -4.823 1.597
H -1.877 -5.552 0.162
H -1.419 -6.082 1.789
C 0.516 -3.550 -1.358
C 0.045 -3.253 -2.787
H 0.603 -4.636 -1.186
H 1.515 -3.112 -1.194
H -0.903 -3.757 -3.014
H -0.075 -2.174 -2.960
H 0.800 -3.623 -3.498
C -2.197 -2.620 -0.712
C -3.220 -2.065 0.290
H -2.523 -3.582 -1.143
H -2.084 -1.900 -1.544
H -4.153 -1.828 -0.244
H -3.465 -2.791 1.080
H -2.858 -1.138 0.759
N -2.300 0.060 8.064
C -1.862 1.187 7.416
O -1.843 2.282 7.949
C -1.463 0.994 5.979
C -1.692 -0.188 5.248
C -1.347 -0.213 3.885
N -0.826 0.843 3.260
C -0.570 1.962 3.948
C -0.877 2.080 5.311
H -2.500 0.160 9.042
H -2.108 -0.874 7.715
H -2.136 -1.076 5.682
H -1.506 -1.117 3.290
H -0.121 2.804 3.409
H -0.669 3.020 5.825

Results of the Löwdin charge analysis, in e, for atoms 1 through 2:
1 N 0.08
2 C -0.10

***

4.
This record from OMol25 describes an isolated ion of composition C2H4NO and charge +1 at a distorted geometry. The level of theory is ωB97M-V/def2-TZVPD.

Properties
SMILES = O=[N+]1CC1
Lowest unoccupied orbital energy = -7.34 eV
Net charge = +1
2S+1 = 1
Energy relative to the best compared isomer or geometry (same formula, charge and spin) = 86.9 kcal/mol
Gap between HOMO and LUMO = 10.4 eV
Largest force on an atom = 4.69 eV/A

Geometry (Å):
C 0.306 0.794 -0.048
C 0.314 -0.748 -0.063
N -0.806 0.026 0.030
O -1.933 0.014 -0.114
H 0.739 1.051 0.913
H 0.301 1.566 -0.841
H 0.237 -1.644 -0.776
H 0.842 -1.057 0.899

Results of the natural (NBO) charge analysis, in e, for atoms 1 through 2:
1 C -0.24
2 C -0.28

***

5.
This record from OMol25 describes a 14-piece molecular cluster, C33H90N2O22 overall at a distorted geometry. The level of theory is ωB97M-V/def2-TZVPD.

Properties
Lowest unoccupied orbital energy = 0.41 eV
Net charge = 0
2S+1 = 1
Energy relative to the best compared isomer or geometry (same formula, charge and spin) = 75.3 kcal/mol
Gap between HOMO and LUMO = 9.1 eV
Largest force on an atom = 5.16 eV/A

Geometry (Å):
C 1.150 -9.374 -0.234
C 0.406 -8.946 -1.476
O -0.019 -7.608 -1.473
C -0.719 -7.129 -2.439
O -0.878 -7.592 -3.583
O -0.994 -5.876 -2.025
C -1.641 -5.003 -2.891
H 2.081 -9.835 -0.565
H 0.566 -9.963 0.473
H 1.528 -8.538 0.354
H -0.525 -9.497 -1.608
H 1.007 -9.147 -2.364
H -2.635 -5.311 -3.215
H -0.834 -4.864 -3.611
H -1.750 -4.085 -2.315
C -0.105 4.437 -2.205
C -0.990 3.246 -2.217
O -2.281 3.578 -1.689
C -3.284 2.711 -1.854
O -3.278 1.865 -2.714
O -4.297 3.207 -1.230
C -5.484 2.437 -0.960
H -0.431 5.268 -2.831
H 0.881 4.157 -2.576
H 0.111 4.779 -1.193
H -0.542 2.482 -1.582
H -0.923 2.698 -3.157
H -5.754 2.287 0.085
H -5.487 1.462 -1.449
H -6.325 3.031 -1.318
C -3.135 1.122 -7.499
C -3.002 2.236 -6.412
O -4.127 2.998 -6.531
C -5.325 2.725 -6.008
O -5.455 1.734 -5.330
O -6.282 3.738 -6.281
C -7.581 3.708 -5.736
H -2.200 0.588 -7.664
H -3.414 1.257 -8.544
H -3.869 0.373 -7.201
H -2.102 2.821 -6.599
H -2.978 1.756 -5.433
H -7.544 3.297 -4.727
H -8.310 3.037 -6.191
H -8.016 4.707 -5.722
C 0.050 -1.021 4.684
O 0.977 -2.012 4.942
C 2.216 -1.554 5.560
C 3.394 -2.498 5.321
N 3.786 -2.670 3.910
C 4.225 -1.430 3.266
C 5.379 -0.636 3.929
O 4.968 0.226 4.982
C 4.429 1.473 4.657
H -0.799 -1.454 4.155
H 0.329 -0.303 3.913
H -0.283 -0.512 5.589
H 2.014 -1.454 6.627
H 2.526 -0.569 5.209
H 3.165 -3.447 5.804
H 4.099 -2.089 6.045
H 2.921 -2.965 3.480
H 3.365 -0.767 3.168
H 4.574 -1.626 2.252
H 5.879 -0.013 3.188
H 6.077 -1.401 4.270
H 5.241 1.933 4.094
H 4.274 2.151 5.495
H 3.489 1.386 4.113
C -1.167 3.550 1.555
O -1.179 2.192 0.974
C -0.160 1.411 1.737
C 0.863 0.575 0.838
N 0.038 -0.314 0.114
C 0.816 -1.193 -0.767
C 0.067 -1.636 -2.037
O -0.404 -0.492 -2.742
C -1.086 -0.640 -4.057
H -0.197 3.997 1.338
H -1.283 3.501 2.638
H -1.986 4.142 1.147
H -0.684 0.674 2.347
H 0.440 2.055 2.379
H 1.577 -0.062 1.358
H 1.496 1.165 0.174
H -0.557 0.209 -0.513
H 1.139 -2.085 -0.229
H 1.740 -0.654 -0.976
H -0.723 -2.387 -2.020
H 0.819 -2.258 -2.523
H -1.571 -1.613 -3.979
H -0.383 -0.629 -4.890
H -1.716 0.150 -4.467
C -3.485 -1.273 -1.386
O -4.410 -1.069 -2.442
H -2.619 -0.631 -1.544
H -4.022 -1.030 -0.469
H -3.286 -2.337 -1.257
H -4.339 -0.145 -2.693
C 4.344 2.659 -0.679
O 4.790 4.017 -1.015
H 3.298 2.426 -0.875
H 4.996 1.877 -1.068
H 4.551 2.564 0.387
H 5.728 4.027 -1.219
C -1.615 2.147 5.873
O -1.869 3.463 6.426
H -0.536 2.120 5.721
H -1.839 1.420 6.654
H -2.228 1.926 4.999
H -1.859 4.030 5.652
C 2.939 5.964 1.268
O 2.777 5.406 -0.067
H 3.473 5.235 1.877
H 3.531 6.879 1.294
H 1.959 5.952 1.746
H 3.578 4.971 -0.367
C 1.022 -4.607 1.045
O 2.348 -4.204 1.414
H 0.564 -5.325 1.725
H 0.388 -3.721 1.016
H 0.916 -5.072 0.065
H 2.858 -4.920 1.801
C 3.551 -3.419 -1.367
O 3.728 -2.741 -0.170
H 2.500 -3.706 -1.364
H 3.851 -2.882 -2.267
H 4.026 -4.400 -1.355
H 3.275 -3.188 0.549
C -3.349 -1.076 3.718
O -4.756 -1.122 3.845
H -2.891 -2.024 3.438
H -3.185 -0.389 2.887
H -2.923 -0.640 4.622
H -5.157 -0.940 4.698
C 2.244 1.714 -4.434
O 1.956 1.067 -3.216
H 3.221 1.582 -4.899
H 1.530 1.459 -5.218
H 2.130 2.742 -4.090
H 1.139 0.564 -3.244
C 1.905 3.982 4.566
O 0.543 4.417 4.418
H 2.040 3.543 5.555
H 2.166 3.182 3.872
H 2.579 4.835 4.485
H 0.516 5.310 4.769

Results of the Löwdin charge analysis, in e, for atoms 1 through 2:
1 C -0.05
2 C -0.21

***

6.
This record from OMol25 describes C29H27N2O3RuS2 as an isolated structure at a distorted geometry. The level of theory is ωB97M-V/def2-TZVPD.

Properties
Lowest unoccupied orbital energy (spin up / spin down) = -12.02 / -12.03 eV
Net charge = +3
2S+1 = 1
Gap between HOMO and LUMO (spin up / spin down) = 4.9 / 4.9 eV
Largest force on an atom = 1.50 eV/A

Geometry (Å):
Ru 0.568 -0.713 0.482
O 1.320 -0.179 2.179
C 2.527 0.010 2.594
C 2.704 0.186 4.000
C 3.950 0.373 4.515
C 5.068 0.381 3.652
C 4.928 0.225 2.283
C 3.672 0.051 1.712
C 3.495 -0.088 0.289
N 2.358 -0.382 -0.356
C 2.613 -0.408 -1.697
C 3.934 -0.113 -1.885
N 4.460 0.079 -0.647
H 1.818 0.158 4.619
H 4.095 0.503 5.579
H 6.058 0.504 4.071
H 5.821 0.221 1.672
H 1.855 -0.649 -2.422
H 4.521 -0.035 -2.784
H 5.427 0.303 -0.464
C -1.801 -1.682 5.099
C -1.487 -2.035 3.678
C -1.848 -1.161 2.638
C -1.603 -1.478 1.311
C -0.965 -2.705 1.015
C -0.585 -3.576 2.024
C -0.861 -3.232 3.346
S -0.657 -3.116 -0.688
C -2.284 -3.207 -1.401
O -0.069 -1.730 -1.149
H -2.857 -1.433 5.207
H -1.230 -0.806 5.412
H -1.572 -2.501 5.777
H -2.356 -0.234 2.875
H -2.040 -0.868 0.524
H -0.091 -4.511 1.791
H -0.588 -3.925 4.132
H -2.837 -2.289 -1.212
H -2.772 -4.070 -0.944
H -2.156 -3.382 -2.469
O -0.086 1.014 0.014
S 0.828 2.256 -0.390
C 1.296 2.923 1.168
C 0.363 3.112 2.185
C 0.793 3.677 3.372
C 2.127 4.051 3.526
C 3.044 3.858 2.501
C 2.632 3.274 1.310
C -0.386 3.368 -1.047
C 0.124 4.531 -1.614
C -0.771 5.456 -2.120
C -2.138 5.204 -2.067
C -2.622 4.027 -1.509
C -1.744 3.088 -0.988
H -0.677 2.851 2.036
H 0.088 3.856 4.172
H 2.447 4.516 4.449
H 4.070 4.177 2.622
H 3.332 3.131 0.495
H 1.191 4.717 -1.658
H -0.404 6.370 -2.566
H -2.832 5.928 -2.471
H -3.687 3.841 -1.481
H -2.107 2.168 -0.555

Results of the natural (NBO) charge analysis, in e, for atoms 1 through 2:
1 Ru 1.25
2 O -0.44

***

7.
This record from OMol25 describes C4H5Cl3IrN2O2SbSe4 as an isolated structure at a distorted geometry. The level of theory is ωB97M-V/def2-TZVPD.

Properties
Lowest unoccupied orbital energy (spin up / spin down) = -0.80 / -2.91 eV
Net charge = 0
Expectation value of S² = 6.078
2S+1 = 5
Energy relative to the best compared isomer or geometry (same formula, charge and spin) = 0.0 kcal/mol
Gap between HOMO and LUMO (spin up / spin down) = 7.3 / 5.0 eV
Largest force on an atom = 1.12 eV/A

Geometry (Å):
Ir 0.280 -0.440 -0.662
Se -0.702 0.551 -6.109
Sb -1.595 -0.254 -3.969
Se -1.448 1.007 -1.238
Se 0.506 -1.372 -2.737
Se -3.150 -2.097 -4.430
Cl 3.797 -1.720 3.156
C 3.153 -2.602 1.843
Cl -0.503 -2.118 3.713
Cl 3.599 -4.244 1.677
C 2.339 -2.007 0.949
N 1.679 -1.509 0.117
N -1.992 0.551 3.501
C -1.194 1.637 2.912
C -0.858 1.251 1.479
O -1.640 1.745 0.599
O 0.088 0.476 1.245
H -2.847 0.404 2.975
H -2.253 0.784 4.451
H -1.137 -0.943 3.633
H -0.266 1.735 3.472
H -1.719 2.593 2.900

Results of the natural (NBO) charge analysis, in e, for atoms 1 through 2:
1 Ir 0.44
2 Se -0.19